1.
The following is a quantum chemistry calculation of an isolated ion of composition C6H11N and charge -1 at a distorted geometry, from the OMol25 dataset.

Its multiplicity is 2. As for the net charge: -1. For the electronic energy, the calculation gives -289.87310 Eh. The frontier orbital gap (alpha / beta) comes out at 3.51 / 6.17 eV. The value obtained for the highest occupied orbital energy (alpha / beta) is 0.9 / -2.0 eV.

Each line ends with the Mulliken charge.
CARTESIAN COORDINATES (ANGSTROEM)
1 C 0.800 1.633 -0.095  -2.0226
2 N 0.566 -0.577 -2.068  -0.5361
3 C 0.325 -0.762 -0.676  0.3775
4 C 0.168 0.299 0.194  0.4241
5 C -0.617 0.243 1.375  -0.5004
6 C -1.304 1.311 1.929  -0.9025
7 C -0.156 -2.117 -0.289  -1.2552
8 H 0.149 2.327 -0.645  0.3029
9 H 1.600 1.495 -0.855  0.4301
10 H 1.395 2.100 0.690  0.4307
11 H 1.009 0.312 -2.246  0.2311
12 H 0.936 -1.311 -2.641  0.2589
13 H -0.832 -0.751 1.776  0.1790
14 H -1.877 1.067 2.815  0.2993
15 H -1.436 2.255 1.418  0.2558
16 H -1.246 -2.174 -0.118  0.2881
17 H 0.453 -2.499 0.512  0.2632
18 H 0.065 -2.852 -1.077  0.4761


2.
The following is a quantum chemistry calculation of an isolated molecule of C6H11N at a distorted geometry, from the OMol25 dataset.

Its multiplicity is 1. Its SMILES is C=C/C(N)=C/CC. For the electronic energy, the calculation gives -289.90875 Eh. The frontier orbital gap comes out at 8.80 eV. The value obtained for the highest occupied orbital energy is -7.8 eV.

Each line ends with the Mulliken charge.
CARTESIAN COORDINATES (ANGSTROEM)
1 C 1.712 2.054 1.699  -0.7596
2 C 1.006 0.899 1.655  -0.4216
3 C 0.527 0.342 0.357  0.7476
4 N 1.207 0.750 -0.784  -0.4665
5 C -0.687 -0.262 0.373  -0.4110
6 C -1.523 -0.589 -0.807  -0.6166
7 C -1.235 -2.029 -1.290  -1.0431
8 H 1.632 2.687 2.588  0.2570
9 H 2.011 2.575 0.777  0.2262
10 H 0.621 0.475 2.577  0.3041
11 H 1.095 0.278 -1.662  0.2073
12 H 2.131 1.095 -0.589  0.2055
13 H -1.007 -0.311 1.422  0.1906
14 H -1.499 0.107 -1.618  0.4000
15 H -2.500 -0.582 -0.335  0.2303
16 H -1.658 -2.345 -2.243  0.3551
17 H -1.670 -2.875 -0.710  0.3206
18 H -0.161 -2.270 -1.412  0.2742


3.
The following is a quantum chemistry calculation of an isolated molecule of C6H11N at a distorted geometry, from the OMol25 dataset.

Its multiplicity is 1. Its SMILES is C=CCN/C=C/C. For the electronic energy, the calculation gives -289.87871 Eh. The frontier orbital gap comes out at 8.98 eV. The value obtained for the highest occupied orbital energy is -7.8 eV.

Each line ends with the Mulliken charge.
CARTESIAN COORDINATES (ANGSTROEM)
1 C 2.710 0.096 -1.701  -0.7278
2 C 2.058 -0.997 -1.287  -0.1925
3 C 1.233 -0.948 -0.022  -0.5700
4 N 0.258 0.116 -0.071  -0.2329
5 C -1.037 -0.120 0.510  -0.3869
6 C -1.822 0.915 0.832  -0.0980
7 C -3.119 0.892 1.588  -1.0701
8 H 2.707 1.049 -1.189  0.3048
9 H 3.320 -0.035 -2.588  0.2658
10 H 2.289 -1.993 -1.650  0.3077
11 H 0.807 -1.913 0.297  0.4153
12 H 1.887 -0.693 0.822  0.2252
13 H 0.212 0.759 -0.843  0.2694
14 H -1.362 -1.105 0.162  0.3020
15 H -1.351 1.889 0.732  0.3180
16 H -3.180 0.135 2.372  0.3189
17 H -3.229 1.880 2.030  0.2983
18 H -3.963 0.632 0.941  0.2526


4.
The following is a quantum chemistry calculation of an isolated molecule of C6H11N at a distorted geometry, from the OMol25 dataset.

Its multiplicity is 1. Its SMILES is CCC(C#N)CC. For the electronic energy, the calculation gives -289.94238 Eh. The frontier orbital gap comes out at 11.76 eV. The value obtained for the highest occupied orbital energy is -10.8 eV.

Each line ends with the Mulliken charge.
CARTESIAN COORDINATES (ANGSTROEM)
1 C 0.170 2.550 -0.182  -1.2495
2 C 0.428 1.157 -0.738  -0.6069
3 C 0.105 -0.009 0.268  0.4052
4 C 1.505 -0.437 0.370  0.1897
5 N 2.646 -0.533 0.186  -0.5903
6 C -0.842 -1.131 -0.219  -0.6138
7 C -0.788 -2.387 0.658  -1.2332
8 H 0.507 3.296 -0.907  0.3782
9 H 0.734 2.707 0.746  0.3188
10 H -0.888 2.733 0.032  0.3302
11 H -0.086 0.967 -1.686  0.3745
12 H 1.523 1.027 -0.913  0.2828
13 H -0.261 0.359 1.241  0.3333
14 H -1.875 -0.754 -0.256  0.3240
15 H -0.569 -1.396 -1.246  0.3245
16 H -1.095 -2.181 1.690  0.3138
17 H -1.446 -3.173 0.269  0.3682
18 H 0.229 -2.795 0.687  0.3506


5.
The following is a quantum chemistry calculation of an isolated molecule of C6H11N at a distorted geometry, from the OMol25 dataset.

Its multiplicity is 1. Its SMILES is C=C/C(=C/C)NC. For the electronic energy, the calculation gives -289.80198 Eh. The frontier orbital gap comes out at 8.23 eV. The value obtained for the highest occupied orbital energy is -7.9 eV.

Each line ends with the Mulliken charge.
CARTESIAN COORDINATES (ANGSTROEM)
1 C 1.473 0.240 2.348  -0.5961
2 C 0.880 0.801 1.112  -0.4914
3 C -0.233 0.128 0.226  0.3922
4 C -0.485 -1.176 0.411  -0.1439
5 C -0.965 -2.118 -0.507  -1.1258
6 N -0.721 0.987 -0.670  -0.3263
7 C -0.030 1.398 -1.899  -0.7609
8 H 1.450 0.824 3.257  0.2532
9 H 1.965 -0.903 2.367  0.2183
10 H 0.864 1.884 1.196  0.2831
11 H 0.126 -1.548 1.169  0.2527
12 H -1.271 -3.043 -0.093  0.4062
13 H -0.185 -2.197 -1.375  0.1961
14 H -1.942 -1.729 -0.923  0.2733
15 H -1.149 1.835 -0.166  0.3234
16 H -0.483 2.380 -2.139  0.3119
17 H -0.346 0.662 -2.677  0.2421
18 H 1.051 1.574 -1.635  0.2920


6.
The following is a quantum chemistry calculation of an isolated molecule of C6H11N at a distorted geometry, from the OMol25 dataset.

Its multiplicity is 1. Its SMILES is CCC[C@@H](C)C#N. For the electronic energy, the calculation gives -289.96751 Eh. The frontier orbital gap comes out at 12.27 eV. The value obtained for the highest occupied orbital energy is -11.4 eV.

Each line ends with the Mulliken charge.
CARTESIAN COORDINATES (ANGSTROEM)
1 C -2.457 -0.172 -1.038  -1.2774
2 C -1.425 0.029 0.073  -0.3054
3 C 0.011 -0.180 -0.407  -0.8972
4 C 1.080 -0.064 0.703  0.8002
5 C 2.502 -0.243 0.141  -1.4755
6 C 0.960 1.191 1.478  0.0324
7 N 0.839 2.056 2.242  -0.5040
8 H -3.475 -0.028 -0.660  0.3688
9 H -2.304 0.541 -1.858  0.3203
10 H -2.396 -1.184 -1.458  0.3162
11 H -1.526 1.041 0.489  0.3329
12 H -1.629 -0.670 0.894  0.2778
13 H 0.114 -1.180 -0.852  0.3691
14 H 0.233 0.535 -1.214  0.3330
15 H 0.886 -0.795 1.489  0.1870
16 H 2.609 -1.246 -0.286  0.3747
17 H 2.718 0.480 -0.655  0.3408
18 H 3.259 -0.111 0.919  0.4062


Copy entry 6 word for word.
The following is a quantum chemistry calculation of an isolated molecule of C6H11N at a distorted geometry, from the OMol25 dataset.

Its multiplicity is 1. Its SMILES is CCC[C@@H](C)C#N. For the electronic energy, the calculation gives -289.96751 Eh. The frontier orbital gap comes out at 12.27 eV. The value obtained for the highest occupied orbital energy is -11.4 eV.

Each line ends with the Mulliken charge.
CARTESIAN COORDINATES (ANGSTROEM)
1 C -2.457 -0.172 -1.038  -1.2774
2 C -1.425 0.029 0.073  -0.3054
3 C 0.011 -0.180 -0.407  -0.8972
4 C 1.080 -0.064 0.703  0.8002
5 C 2.502 -0.243 0.141  -1.4755
6 C 0.960 1.191 1.478  0.0324
7 N 0.839 2.056 2.242  -0.5040
8 H -3.475 -0.028 -0.660  0.3688
9 H -2.304 0.541 -1.858  0.3203
10 H -2.396 -1.184 -1.458  0.3162
11 H -1.526 1.041 0.489  0.3329
12 H -1.629 -0.670 0.894  0.2778
13 H 0.114 -1.180 -0.852  0.3691
14 H 0.233 0.535 -1.214  0.3330
15 H 0.886 -0.795 1.489  0.1870
16 H 2.609 -1.246 -0.286  0.3747
17 H 2.718 0.480 -0.655  0.3408
18 H 3.259 -0.111 0.919  0.4062